1.
DFT (the ωB97M-V functional and the def2-TZVPD basis) results for 6 unconnected molecules or ions with the total composition C23H62N6O5P.

Results
**Energy**: -1959.19736 hartree
**Net charge**: +1
**Lowest unoccupied orbital energy**: -3.633 eV

Each line ends with the Löwdin charge.
Cartesian coordinates (Å):
1 C -0.1106 -0.1130 4.3791  -0.1855
2 C -0.3440 -0.4799 2.7971  -0.3795
3 P -1.4776 0.8760 1.9781  0.9428
4 C -1.2520 0.5873 0.1022  -0.3042
5 N -0.7779 2.4192 2.5322  -0.2459
6 C -1.7373 2.8695 3.6539  -0.2293
7 C -2.5881 4.1651 3.1001  -0.1423
8 N -2.1832 4.3331 1.6235  0.0425
9 C -0.8378 3.6091 1.6003  -0.1848
10 N 0.2279 4.0594 0.8129  0.1014
11 C 1.5325 3.2534 0.9394  -0.1138
12 C 2.8237 3.9757 0.2313  -0.5858
13 N 2.5928 4.3943 -1.2124  0.0553
14 N 3.2135 5.2630 0.9851  0.0558
15 N 3.9991 2.9761 0.2436  0.0658
16 H 0.0204 -1.1355 4.9558  0.0891
17 H 0.9127 0.4957 4.4484  0.0888
18 H -0.9906 0.4710 4.8832  0.0557
19 H 0.7144 -0.3689 2.2569  0.0739
20 H -0.7464 -1.5698 2.6005  0.1018
21 H -0.1324 0.7331 -0.2801  0.0437
22 H -1.4807 -0.5695 -0.0845  0.0614
23 H -2.0370 1.1620 -0.5797  0.0626
24 H -2.4669 1.9745 3.8719  0.0833
25 H -1.0317 3.0505 4.5990  0.1430
26 H -3.7376 3.9144 3.0008  0.1416
27 H -2.3097 5.0984 3.7877  0.1472
28 H -1.8227 5.3334 1.6824  0.1342
29 H 0.1687 4.9048 0.1950  0.1577
30 H 1.3703 2.1758 0.4575  0.1186
31 H 1.8149 3.0461 2.0726  0.1444
32 H 2.2529 3.5834 -1.7861  0.0898
33 H 1.8591 5.1556 -1.2317  0.0738
34 H 2.5561 6.0405 0.7541  0.0695
35 H 3.1147 5.0156 2.0111  0.0870
36 H 4.1435 2.5884 1.2047  0.0789
37 H 3.6463 2.1534 -0.3186  0.0738
38 C -2.6664 -3.1149 -1.9397  -0.0663
39 C -2.2538 -3.7931 -0.6430  -0.5045
40 C -2.6733 -5.2543 -0.6238  -0.0630
41 O -2.8549 -3.1147 0.4568  -0.0767
42 H -3.7550 -3.1352 -2.0634  0.0887
43 H -2.3688 -2.0608 -1.9342  0.0515
44 H -2.2073 -3.6041 -2.8045  0.0856
45 H -1.1678 -3.7204 -0.5190  0.1386
46 H -3.7622 -5.3504 -0.7009  0.0837
47 H -2.3808 -5.7263 0.3203  0.0815
48 H -2.2145 -5.8077 -1.4492  0.0836
49 H -3.8193 -3.1742 0.3551  0.0947
50 C 5.1871 -1.0260 0.8818  -0.0580
51 C 3.7953 -1.5279 1.2314  -0.4997
52 C 3.5887 -2.9597 0.7637  -0.0573
53 O 2.8219 -0.6859 0.6191  -0.0970
54 H 5.3452 -1.0326 -0.2026  0.0860
55 H 5.3172 0.0098 1.2135  0.0697
56 H 5.9591 -1.6438 1.3511  0.0868
57 H 3.6443 -1.4693 2.3148  0.1392
58 H 3.6901 -3.0348 -0.3249  0.0905
59 H 2.5786 -3.3034 1.0111  0.0850
60 H 4.3127 -3.6356 1.2294  0.0628
61 H 2.9484 -0.7318 -0.3431  0.0899
62 C -4.0765 4.5535 -1.1350  -0.0903
63 C -5.0238 5.1240 -2.1785  -0.5023
64 C -4.7318 6.5913 -2.4489  -0.0657
65 O -6.3671 4.9860 -1.7225  -0.0516
66 H -4.1822 5.0804 -0.1800  0.0621
67 H -4.3064 3.5002 -0.9416  0.0783
68 H -3.0352 4.6304 -1.4631  0.0683
69 H -4.9333 4.5532 -3.1090  0.1418
70 H -4.8607 7.1905 -1.5404  0.0807
71 H -5.4291 6.9917 -3.1927  0.0857
72 H -3.7101 6.7294 -2.8164  0.0782
73 H -6.4568 5.4898 -0.8966  0.0935
74 C 4.7172 -6.3269 2.7518  -0.0636
75 C 3.6361 -6.7496 1.7700  -0.5056
76 C 3.5707 -8.2625 1.6350  -0.0644
77 O 3.9046 -6.1729 0.4946  -0.0718
78 H 5.7052 -6.6594 2.4138  0.0857
79 H 4.7609 -5.2352 2.8294  0.0630
80 H 4.5307 -6.7418 3.7472  0.0838
81 H 2.6654 -6.3677 2.1045  0.1388
82 H 4.5181 -8.6636 1.2575  0.0835
83 H 2.7966 -8.5517 0.9161  0.0819
84 H 3.3498 -8.7356 2.5969  0.0827
85 H 4.7647 -6.5064 0.1897  0.0978
86 C -0.6975 -1.5115 -5.6205  -0.0584
87 C -1.7683 -0.8805 -4.7449  -0.5054
88 C -2.3375 0.3760 -5.3841  -0.0620
89 O -1.2082 -0.5526 -3.4760  -0.0877
90 H 0.1415 -0.8228 -5.7711  0.0820
91 H -0.2883 -2.4078 -5.1421  0.0803
92 H -1.1010 -1.7897 -6.5990  0.0856
93 H -2.5739 -1.6022 -4.5709  0.1329
94 H -1.5566 1.1316 -5.5264  0.0807
95 H -3.0982 0.8262 -4.7373  0.0792
96 H -2.7903 0.1545 -6.3556  0.0854
97 H -0.4920 0.0878 -3.6207  0.0894



2.
DFT (the ωB97M-V functional and the def2-TZVPD basis) results for a molecular structure, C23H65Ag2NO27P5.

Results
**Energy**: -5001.94057 hartree
**Net charge**: +1
**Lowest unoccupied orbital energy**: -6.517 eV

Each line ends with the Löwdin charge.
Cartesian coordinates (Å):
1 Ag 7.9756 -17.2793 -30.6424  0.9512
2 Ag 11.1781 -22.6686 -28.8435  0.9784
3 N 13.7461 -19.5431 -32.1217  -0.7111
4 O 14.1693 -20.5721 -31.6628  -0.0654
5 O 12.7116 -19.0338 -31.6855  -0.1270
6 O 14.3713 -18.9425 -32.9993  -0.0466
7 C 23.6030 -20.0738 -34.8136  -0.1472
8 O 22.8194 -20.6921 -33.8576  -0.2117
9 P 22.3176 -22.2351 -34.0987  0.4926
10 O 23.3036 -23.1693 -34.7323  -0.2481
11 O 21.6545 -22.7353 -32.6795  -0.2051
12 C 20.7392 -21.7827 -32.1921  -0.1542
13 O 20.9962 -22.0660 -34.9795  -0.2413
14 C 19.9398 -22.9896 -35.0170  -0.1099
15 H 23.0152 -19.5149 -35.5418  0.0947
16 H 24.3477 -20.7074 -35.2954  0.0890
17 H 24.2768 -19.3579 -34.3428  0.0877
18 H 20.3045 -21.0546 -32.8769  0.0907
19 H 21.2053 -21.2201 -31.3832  0.0909
20 H 19.8879 -22.2900 -31.7382  0.0934
21 H 19.7756 -23.1962 -36.0746  0.0945
22 H 19.0315 -22.5714 -34.5833  0.0899
23 H 20.1535 -23.9107 -34.4747  0.0941
24 C 19.7325 -13.6860 -39.6876  -0.1425
25 O 18.6620 -14.5656 -39.8228  -0.2399
26 P 18.6882 -15.5502 -41.1727  0.5066
27 O 19.9517 -16.2440 -41.4843  -0.2270
28 O 18.0639 -14.6307 -42.3761  -0.2117
29 C 16.7225 -14.1324 -42.2747  -0.1103
30 O 17.5078 -16.6241 -40.8335  -0.2192
31 C 17.5530 -17.4843 -39.7492  -0.1415
32 H 19.4009 -12.6913 -39.9855  0.0882
33 H 20.5728 -13.9835 -40.3149  0.0836
34 H 20.0568 -13.6306 -38.6485  0.0898
35 H 15.9948 -14.7319 -42.8217  0.0875
36 H 16.5920 -13.2153 -42.8491  0.0837
37 H 16.4363 -13.9138 -41.2459  0.0872
38 H 18.2114 -17.1549 -38.9455  0.0886
39 H 17.8290 -18.4982 -40.0387  0.0903
40 H 16.5918 -17.6527 -39.2635  0.0865
41 C 13.7735 -18.7220 -24.7733  -0.1030
42 O 14.4304 -19.3697 -23.6677  -0.2451
43 P 14.5080 -21.0304 -23.6743  0.5110
44 O 13.3763 -21.7753 -24.3117  -0.2721
45 O 15.9913 -21.2479 -24.3533  -0.2061
46 C 17.0297 -20.5281 -23.8391  -0.1687
47 O 14.7670 -21.3010 -22.1149  -0.2302
48 C 13.7880 -21.0993 -21.1251  -0.0925
49 H 13.3319 -17.7885 -24.4246  0.0889
50 H 12.9854 -19.3244 -25.2251  0.0671
51 H 14.4788 -18.5713 -25.5906  0.0897
52 H 17.3401 -19.9404 -24.7030  0.0977
53 H 17.8549 -21.1609 -23.5125  0.0974
54 H 16.8478 -19.8325 -23.0198  0.0897
55 H 12.8062 -21.3325 -21.5371  0.0904
56 H 13.8989 -20.0409 -20.8891  0.0910
57 H 14.0345 -21.6386 -20.2105  0.0958
58 C 14.9751 -11.6328 -35.2532  -0.0984
59 O 15.3867 -10.4408 -35.9162  -0.2391
60 P 15.1640 -9.0389 -35.1374  0.4634
61 O 13.7705 -8.8435 -34.6487  -0.2509
62 O 15.7777 -7.9060 -36.0940  -0.2224
63 C 15.3480 -6.5827 -35.8104  -0.1047
64 O 16.2675 -9.1561 -33.8945  -0.2509
65 C 17.7050 -8.9711 -34.1565  -0.0795
66 H 14.5529 -11.3526 -34.2881  0.0806
67 H 15.9395 -12.1138 -35.0896  0.0901
68 H 14.3417 -12.2995 -35.8384  0.0918
69 H 15.0324 -6.2255 -36.7907  0.0929
70 H 16.1629 -6.0208 -35.3541  0.0950
71 H 14.4086 -6.4975 -35.2641  0.0827
72 H 17.9466 -7.9402 -33.8977  0.0830
73 H 18.0051 -9.2202 -35.1744  0.0832
74 H 18.2658 -9.6497 -33.5138  0.0832
75 C 12.1380 -25.6918 -35.6642  -0.1336
76 O 11.5373 -26.9468 -35.5245  -0.2074
77 P 11.7867 -27.6281 -34.0744  0.4559
78 O 11.4134 -26.7997 -32.9055  -0.2578
79 O 13.3556 -27.9701 -34.0230  -0.2282
80 C 14.0247 -28.8175 -34.9188  -0.1123
81 O 11.1280 -29.1395 -34.0535  -0.2414
82 C 11.4047 -30.0105 -32.9390  -0.0907
83 H 12.8374 -25.3879 -34.8853  0.0902
84 H 11.3729 -24.9161 -35.6355  0.0917
85 H 12.6410 -25.6871 -36.6311  0.0982
86 H 13.3203 -29.2598 -35.6233  0.0914
87 H 14.4710 -29.6545 -34.3817  0.0876
88 H 14.8906 -28.3796 -35.4153  0.0926
89 H 12.0143 -30.8220 -33.3367  0.0876
90 H 10.4993 -30.5090 -32.5928  0.0876
91 H 11.8694 -29.4756 -32.1108  0.0887
92 C 8.5960 -13.1121 -29.2283  -0.1489
93 O 7.4638 -13.7426 -28.7808  -0.2139
94 C 6.3240 -12.8614 -28.5569  -0.1524
95 C 5.0976 -13.7544 -28.3064  -0.1854
96 O 4.7730 -14.5918 -29.4142  -0.1963
97 C 3.8775 -15.6450 -29.2101  -0.1280
98 H 8.4899 -12.6676 -30.2179  0.0945
99 H 9.3865 -13.8619 -29.2611  0.0827
100 H 8.9116 -12.3911 -28.4743  0.0942
101 H 6.1528 -12.2374 -29.4340  0.1285
102 H 6.4662 -12.2234 -27.6846  0.1296
103 H 4.2962 -13.0696 -28.0292  0.1305
104 H 5.3760 -14.4333 -27.5003  0.1226
105 H 2.9293 -15.2599 -28.8350  0.0926
106 H 4.2014 -16.2508 -28.3638  0.0737
107 H 3.7658 -16.3933 -29.9948  0.0856
108 C 6.8187 -15.2244 -34.9508  -0.1010
109 O 7.8197 -16.1708 -34.6419  -0.1837
110 C 7.9822 -17.0824 -35.6720  -0.2222
111 C 6.9900 -18.2517 -35.6510  -0.2225
112 O 7.0821 -18.7980 -34.3798  -0.2141
113 C 6.4580 -20.0945 -34.1366  -0.0675
114 H 6.6209 -14.6098 -34.0727  0.0828
115 H 5.8766 -15.6535 -35.2921  0.0911
116 H 7.2506 -14.4770 -35.6163  0.0944
117 H 8.9596 -17.5461 -35.5391  0.1317
118 H 8.0462 -16.5785 -36.6364  0.1308
119 H 7.2262 -19.0372 -36.3689  0.1288
120 H 5.9686 -17.9238 -35.8439  0.1175
121 H 6.6007 -20.3728 -33.0925  0.0683
122 H 6.9070 -20.8702 -34.7570  0.0901
123 H 5.3720 -20.0527 -34.2203  0.0857



Q: Which gap between HOMO and LUMO values were calculated for the entries above? A: 7.54; 2.33, in eV.